Record 1
Computed, not measured: a 2-piece molecular cluster, C7H8INO2 overall in a non-equilibrium geometry, with ωB97M-V with the def2-TZVPD basis set.

Structure (XYZ):
```
19
Properties=species:S:1:pos:R:3:nbo_charge:R:1
C -0.845 1.762 -1.025 -0.2770
C -1.429 0.586 -0.659 -0.2543
C -0.230 2.559 -0.005 0.0566
C 0.635 -1.237 0.355 0.8397
C -0.701 1.025 1.712 -0.3707
C -1.323 0.153 0.669 -0.1464
C 1.929 -2.428 -1.214 -0.2740
N -0.168 2.259 1.231 -0.3696
O 1.318 -1.132 1.326 -0.5757
O 0.712 -1.745 -0.809 -0.5054
I -2.626 -1.379 1.357 0.1522
H -0.877 2.118 -2.042 0.2181
H -1.951 -0.030 -1.379 0.2293
H 0.196 3.516 -0.283 0.1844
H -1.409 1.263 2.519 0.2214
H 0.129 0.479 2.209 0.2609
H 2.010 -2.286 -2.289 0.2054
H 1.841 -3.487 -0.975 0.2001
H 2.788 -1.996 -0.700 0.2050
```

Properties
- E_tot: -21070.7785 eV
- Relative energy (zero: lowest compared OMol25 entry of this formula, charge and spin): 3.573 eV
- HOMO (spin up / spin down): -0.2744 / -0.2861 Ha
- Multiplicity: 1
- Gap between HOMO and LUMO (spin up / spin down): 7.28 / 7.25 eV
- LUMO energy (spin up / spin down): -0.19 / -0.53 eV

---

Record 2
Computed, not measured: one molecule with the formula C7H8N2 in a non-equilibrium geometry, with ωB97M-V with the def2-TZVPD basis set.

Structure (XYZ):
```
17
Properties=species:S:1:pos:R:3:nbo_charge:R:1
C 1.067 -2.278 0.826 0.2775
C 0.040 0.653 -1.295 -0.1363
C -0.588 -1.671 -1.030 -0.3652
C 0.313 1.491 -0.299 -0.0908
C 0.178 -2.024 -0.037 0.0611
C -1.115 -0.252 -1.449 -0.4306
C -0.343 2.262 1.764 -0.0481
N 1.860 -2.821 1.613 -0.6378
N -0.482 1.427 0.861 -0.4328
H 0.819 0.676 -2.052 0.2022
H -0.945 -2.317 -1.806 0.2469
H 1.089 2.102 -0.435 0.1733
H -1.983 -0.054 -0.862 0.2377
H -1.387 -0.346 -2.470 0.2177
H 0.512 3.052 1.831 0.1423
H 2.172 -2.162 2.380 0.4041
H -1.207 2.262 2.460 0.1788
```

Properties
- E_tot: -10361.6171 eV
- Relative energy (zero: lowest compared OMol25 entry of this formula, charge and spin): 2.112 eV
- HOMO (spin up / spin down): -0.2243 / -0.3267 Ha
- Multiplicity: 3
- Gap between HOMO and LUMO (spin up / spin down): 6.98 / 6.65 eV
- LUMO energy (spin up / spin down): 0.87 / -2.24 eV

---

Record 3
Computed, not measured: C7H8N2O as an isolated structure in a non-equilibrium geometry, with ωB97M-V with the def2-TZVPD basis set.

Structure (XYZ):
```
18
Properties=species:S:1:pos:R:3:nbo_charge:R:1
C -1.458 -1.201 0.489 0.2535
C -1.714 1.083 0.786 0.2738
C -1.484 0.256 -1.560 0.4607
C 1.247 0.232 1.457 -0.6823
C 1.395 -0.509 -1.065 -0.6555
C 0.850 0.443 0.034 0.0329
C -1.128 0.048 -0.074 -0.4018
N -1.675 -2.193 1.003 -0.2695
N -2.278 1.764 1.495 -0.2813
O -1.879 1.282 -1.976 -0.4627
H -1.425 -0.749 -1.973 0.1242
H 2.202 0.744 1.698 0.2447
H 0.463 0.586 2.174 0.2505
H 1.483 -0.842 1.647 0.2280
H 1.181 -0.201 -2.028 0.2211
H 2.554 -0.675 -0.922 0.2319
H 0.993 -1.503 -0.950 0.2265
H 0.672 1.435 -0.236 0.2051
```

Properties
- E_tot: -12413.4100 eV
- Relative energy (zero: lowest compared OMol25 entry of this formula, charge and spin): 2.989 eV
- HOMO: -0.3787 Ha
- Multiplicity: 1
- Gap between HOMO and LUMO: 9.91 eV
- LUMO energy: -0.39 eV

---

Record 4
Computed, not measured: one molecule with the formula C7H8N2O2 in a non-equilibrium geometry, with ωB97M-V with the def2-TZVPD basis set.

Structure (XYZ):
```
19
Properties=species:S:1:pos:R:3:nbo_charge:R:1
C -0.390 -2.826 -0.936 -0.6419
C -0.181 -1.383 -0.623 0.2438
C -0.476 -0.439 -1.634 -0.2951
C -0.293 0.909 -1.349 -0.0876
C 0.153 1.229 -0.054 -0.2742
C 0.079 2.673 0.348 0.7682
O 0.175 3.512 -0.530 -0.5859
O -0.210 2.984 1.624 -0.6744
C 0.376 0.182 0.897 0.3894
N 0.766 0.399 2.246 -0.8558
N 0.147 -1.124 0.622 -0.4640
H 0.566 -3.381 -0.929 0.2301
H -0.776 -2.971 -1.999 0.2131
H -1.028 -3.332 -0.217 0.2348
H -0.760 -0.671 -2.689 0.2318
H -0.475 1.783 -1.996 0.2564
H -0.081 2.086 2.129 0.5058
H 1.741 0.789 2.272 0.3975
H 0.667 -0.417 2.818 0.4080
```

Properties
- E_tot: -14464.4020 eV
- Relative energy (zero: lowest compared OMol25 entry of this formula, charge and spin): 0.057 eV
- HOMO: -0.3418 Ha
- Multiplicity: 1
- Structure (SMILES): Cc1ccc(C(=O)O)c(N)n1
- Gap between HOMO and LUMO: 9.67 eV
- LUMO energy: 0.37 eV

---

Record 5
Computed, not measured: one molecule with the formula C7H8N2O2 in a non-equilibrium geometry, with ωB97M-V with the def2-TZVPD basis set.

Structure (XYZ):
```
19
Properties=species:S:1:pos:R:3:nbo_charge:R:1
N 1.745 1.840 -0.253 -0.8257
C 0.410 1.735 -0.694 0.0313
C -0.241 0.425 -0.163 -0.0273
C -1.405 0.318 0.566 -0.2051
C -1.827 -0.942 0.971 -0.2102
C -1.144 -2.146 0.641 -0.1984
C 0.108 -2.045 -0.039 -0.2009
C 0.463 -0.764 -0.478 -0.2218
N 0.515 1.466 -2.325 0.5199
O -0.546 1.304 -2.809 -0.3593
O 1.627 1.500 -2.839 -0.3976
H 2.252 0.984 -0.296 0.3804
H 2.274 2.640 -0.109 0.3955
H -0.101 2.712 -0.536 0.2336
H -1.794 1.266 0.884 0.2182
H -2.848 -1.040 1.298 0.2168
H -1.495 -3.158 0.991 0.2235
H 0.700 -2.916 -0.310 0.2230
H 1.388 -0.690 -1.013 0.2041
```

Properties
- E_tot: -14460.4081 eV
- Relative energy (zero: lowest compared OMol25 entry of this formula, charge and spin): 4.051 eV
- HOMO: -0.3425 Ha
- Multiplicity: 1
- Structure (SMILES): N[C@H](c1ccccc1)[N+](=O)[O-]
- Gap between HOMO and LUMO: 10.07 eV
- LUMO energy: 0.75 eV

---

Record 6
Computed, not measured: one molecule with the formula C7H8N2O3 in a non-equilibrium geometry, with ωB97M-V with the def2-TZVPD basis set.

Structure (XYZ):
```
20
Properties=species:S:1:pos:R:3:nbo_charge:R:1
N 3.619 -0.807 0.286 -0.6288
N 2.213 -0.671 0.078 -0.4559
C 1.635 0.455 -0.166 0.6300
O 2.272 1.449 -0.338 -0.6354
C 0.138 0.500 0.029 -0.1939
C -0.448 1.688 0.074 -0.1844
C -1.807 1.893 0.069 -0.2033
C -2.714 0.807 0.146 -0.2528
C -2.027 -0.349 0.136 0.2027
O -2.722 -1.568 -0.094 -0.7623
C -0.663 -0.622 0.021 0.3322
O -0.126 -1.853 -0.228 -0.6954
H 3.754 -0.238 1.203 0.3526
H 3.955 -0.330 -0.484 0.3603
H 1.745 -1.575 0.188 0.4201
H 0.162 2.591 -0.035 0.2442
H -2.120 2.890 0.047 0.2118
H -3.824 0.731 -0.034 0.2358
H -3.643 -1.723 0.321 0.5024
H -0.925 -2.464 -0.325 0.5199
```

Properties
- E_tot: -16509.7087 eV
- Relative energy (zero: lowest compared OMol25 entry of this formula, charge and spin): 1.925 eV
- HOMO: -0.3213 Ha
- Multiplicity: 1
- Structure (SMILES): NNC(=O)c1cccc(O)c1O
- Gap between HOMO and LUMO: 9.09 eV
- LUMO energy: 0.35 eV

---

Record 7
Computed, not measured: C7H8N2O4SSc as an isolated structure in a non-equilibrium geometry, with ωB97M-V with the def2-TZVPD basis set.

Structure (XYZ):
```
23
Properties=species:S:1:pos:R:3:nbo_charge:R:1
Sc 0.001 -0.001 0.103 1.1206
O -0.006 3.360 -0.935 -0.2265
C -0.004 2.282 -0.517 0.4787
C 0.005 -2.280 -0.511 0.4783
O 0.007 -3.367 -0.937 -0.2270
C 2.246 0.004 -0.511 0.4743
O 3.293 0.007 -1.004 -0.2191
C -2.239 -0.004 -0.521 0.4740
O -3.299 -0.005 -0.994 -0.2193
C -0.002 0.670 -4.852 -0.3823
H -0.940 1.244 -4.861 0.2133
H 0.935 1.248 -4.862 0.2133
C 0.001 -0.671 -4.852 -0.3821
H 0.940 -1.246 -4.862 0.2134
H -0.936 -1.249 -4.861 0.2134
N 0.001 -1.205 4.650 -0.6727
C -0.001 0.000 4.042 0.3915
N 0.002 1.205 4.655 -0.6734
S -0.008 0.005 2.335 -0.1012
H 0.001 -1.477 5.639 0.4860
H 0.000 -1.972 4.002 0.4304
H 0.000 1.977 4.010 0.4308
H 0.001 1.473 5.644 0.4855
```

Properties
- E_tot: -50062.6257 eV
- HOMO: -0.6631 Ha
- Multiplicity: 1
- Gap between HOMO and LUMO: 4.00 eV
- LUMO energy: -14.05 eV
- Charge: +3

---

Record 8
Computed, not measured: a 2-piece molecular cluster, C7H8N2OS overall in a non-equilibrium geometry, with ωB97M-V with the def2-TZVPD basis set.

Structure (XYZ):
```
19
Properties=species:S:1:pos:R:3:nbo_charge:R:1
C 0.566 1.078 1.910 -0.2456
C -0.123 1.421 0.730 -0.3110
C -0.242 0.538 2.858 -0.4295
C -1.465 1.143 0.801 -0.1941
C -2.476 1.316 -0.196 -0.2450
C -0.566 -1.406 -0.839 0.4522
C 0.563 -1.011 -1.734 -0.7274
N -2.222 1.716 -1.368 0.0872
N -2.020 2.108 -2.409 -0.0160
O -1.722 -1.137 -1.018 -0.5382
S -1.879 0.436 2.334 0.4378
H 1.622 1.226 2.049 0.2240
H 0.342 1.870 -0.130 0.2235
H 0.017 0.197 3.840 0.2360
H -3.492 1.027 0.017 0.2426
H -0.248 -2.001 0.040 0.1037
H 0.962 -1.910 -2.204 0.2367
H 1.361 -0.565 -1.145 0.2324
H 0.223 -0.320 -2.501 0.2306
```

Properties
- E_tot: -23249.1878 eV
- Relative energy (zero: lowest compared OMol25 entry of this formula, charge and spin): 2.332 eV
- HOMO: -0.2764 Ha
- Multiplicity: 1
- Gap between HOMO and LUMO: 8.26 eV
- LUMO energy: 0.74 eV

---

Record 9
Computed, not measured: one molecule with the formula C7H8N2S in a non-equilibrium geometry, with ωB97M-V with the def2-TZVPD basis set.

Structure (XYZ):
```
18
Properties=species:S:1:pos:R:3:nbo_charge:R:1
C -2.694 -0.914 0.717 -0.5987
C -1.875 -0.282 -0.418 -0.4294
C -0.550 0.375 -0.082 0.1556
N -0.317 1.685 0.156 -0.3361
N 1.032 2.035 0.226 -0.2628
C 1.640 0.856 0.030 0.0815
C 2.951 0.498 -0.154 -0.2602
C 3.173 -0.749 -0.496 -0.3490
S 1.674 -1.604 -0.729 0.3638
C 0.697 -0.224 -0.274 -0.3203
H -1.992 -1.516 1.332 0.2106
H -3.600 -1.594 0.369 0.2139
H -3.137 -0.243 1.403 0.2041
H -2.539 0.431 -0.867 0.2170
H -1.506 -1.067 -1.029 0.2242
H -0.883 2.392 0.568 0.4131
H 3.858 1.105 0.130 0.2331
H 4.069 -1.183 -0.884 0.2397
```

Properties
- E_tot: -21202.5122 eV
- Relative energy (zero: lowest compared OMol25 entry of this formula, charge and spin): 1.629 eV
- HOMO: -0.2968 Ha
- Multiplicity: 1
- Structure (SMILES): CCc1[nH]nc2ccsc12
- Gap between HOMO and LUMO: 8.84 eV
- LUMO energy: 0.76 eV

---

Record 10
Computed, not measured: an isolated ion of composition C7H8N3S and charge +1 in a non-equilibrium geometry, with ωB97M-V with the def2-TZVPD basis set.

Structure (XYZ):
```
19
Properties=species:S:1:pos:R:3:nbo_charge:R:1
S -3.009 -2.788 -2.926 0.0690
N -3.067 -2.145 -1.336 -0.5563
C -2.318 -1.535 -0.485 0.1995
N -0.965 -1.256 -0.475 -0.4648
C -0.444 -0.648 0.593 0.2308
C 0.803 0.119 0.462 -0.2115
C 1.345 0.811 1.568 -0.0788
C 2.233 1.893 1.368 -0.2549
C 2.779 2.201 0.113 0.1240
N 2.155 1.607 -0.958 -0.3777
C 1.267 0.679 -0.771 0.1003
H -3.986 -2.180 -0.886 0.4296
H -2.816 -1.133 0.419 0.2023
H -0.369 -1.492 -1.287 0.4636
H -1.092 -0.494 1.451 0.2339
H 0.926 0.701 2.583 0.2307
H 2.390 2.192 2.342 0.2415
H 3.368 3.038 -0.089 0.2288
H 0.798 0.430 -1.685 0.1900
```

Properties
- E_tot: -22684.1593 eV
- Relative energy (zero: lowest compared OMol25 entry of this formula, charge and spin): 3.780 eV
- HOMO (spin up / spin down): -0.4320 / -0.4622 Ha
- Multiplicity: 1
- Structure (SMILES): [S-]/[NH+]=C\[NH+]=C\c1cccnc1
- Gap between HOMO and LUMO (spin up / spin down): 5.42 / 6.64 eV
- LUMO energy (spin up / spin down): -6.34 / -5.94 eV
- Charge: +1

---

Record 11
Computed, not measured: one molecule with the formula C7H8N4O in a non-equilibrium geometry, with ωB97M-V with the def2-TZVPD basis set.

Structure (XYZ):
```
20
Properties=species:S:1:pos:R:3:nbo_charge:R:1
H -1.437 1.135 -4.375 0.3386
N -1.403 0.130 -3.734 -0.7571
C -1.105 0.247 -2.426 0.5858
N -1.224 1.352 -1.706 -0.8137
N -0.939 -1.072 -1.695 -0.6567
C -0.122 -1.349 -0.547 0.6395
O 0.115 -2.510 -0.049 -0.5966
C 0.282 -0.309 0.512 0.0476
C 0.003 -1.011 1.810 -0.1699
C 0.899 -0.738 3.036 -0.2036
C 1.587 0.525 2.762 -0.2453
C 1.625 1.131 1.474 -0.0317
N 1.070 0.744 0.213 -0.4052
H -1.537 2.058 -2.562 0.4235
H -0.634 1.459 -0.959 0.4178
H -1.231 -2.043 -2.115 0.4496
H -0.932 -1.845 1.509 0.2891
H 0.640 -0.912 4.187 0.2547
H 2.041 1.128 3.526 0.2281
H 2.302 1.880 1.140 0.2055
```

Properties
- E_tot: -15390.9231 eV
- Relative energy (zero: lowest compared OMol25 entry of this formula, charge and spin): 5.952 eV
- HOMO: -0.3279 Ha
- Multiplicity: 1
- Structure (SMILES): [H]/N=C(\N)NC(=O)c1ccccn1
- Gap between HOMO and LUMO: 8.56 eV
- LUMO energy: -0.36 eV

---

Record 12
Computed, not measured: one molecule with the formula C7H8N4O3 in a non-equilibrium geometry, with ωB97M-V with the def2-TZVPD basis set.

Structure (XYZ):
```
22
Properties=species:S:1:pos:R:3:nbo_charge:R:1
C -0.820 0.515 1.534 -0.0191
C 0.414 0.663 0.498 0.4249
C -1.927 1.482 0.955 0.6693
C -0.062 3.078 0.572 0.8077
C 0.348 -1.718 -0.482 0.3668
C 1.660 -2.538 -0.315 -0.6314
C -0.248 -1.694 -1.844 -0.6323
N -0.825 -0.023 2.581 -0.1378
N 0.779 -0.230 -0.253 -0.4024
N 0.799 1.989 0.568 -0.6440
N -1.396 2.677 0.629 -0.6576
O -3.058 1.111 0.893 -0.4960
O 0.286 4.237 0.535 -0.5602
O -0.516 -1.963 0.454 -0.3277
H 1.345 -3.485 -0.520 0.2105
H 2.038 -2.455 0.708 0.2261
H 2.573 -2.195 -0.940 0.2193
H 0.004 -0.676 -2.092 0.2501
H -1.373 -1.936 -1.855 0.2451
H 0.287 -2.476 -2.400 0.2280
H 1.709 2.215 0.191 0.4306
H -2.017 3.422 0.581 0.4300
```

Properties
- E_tot: -19486.9083 eV
- Relative energy (zero: lowest compared OMol25 entry of this formula, charge and spin): 3.562 eV
- HOMO (spin up / spin down): -0.3843 / -0.3277 Ha
- Multiplicity: 1
- Gap between HOMO and LUMO (spin up / spin down): 9.35 / 6.75 eV
- LUMO energy (spin up / spin down): -1.11 / -2.17 eV